[1]
Density functional theory data (ωB97M-V/def2-TZVPD) for C39H72Br18O33 as an isolated structure in a non-equilibrium geometry.

Output
E ... -1369938.4369 eV
2S+1 ... 1
E_HOMO ... -9.759 eV

Geometry as XYZ:
```
162
Properties=species:S:1:pos:R:3:forces:R:3:lowdin_charge:R:1
H 2.1080 8.4451 0.6622 0.355 -0.232 -0.088 0.108
H 1.9054 -4.9565 2.9665 0.404 0.299 0.669 0.078
Br 4.0475 8.4009 4.6538 0.264 -0.064 -0.077 0.580
O 2.5928 4.9903 -0.7764 0.027 0.029 0.084 0.055
H -1.6316 -0.6289 -5.0853 -0.174 0.371 -0.135 0.086
O -2.6986 -3.3430 -5.5742 -1.969 -0.706 0.115 0.145
O -1.9229 7.9394 1.3903 0.827 -0.101 0.445 -0.008
C 1.9104 1.0044 0.2679 3.152 2.674 0.949 -0.591
H -5.2494 0.3528 -0.7579 -0.381 -0.213 0.044 -0.098
O -1.7072 -2.0211 2.2781 -0.373 -0.074 0.513 -0.008
O -1.6217 -2.8243 -7.5594 -0.759 0.004 0.360 0.003
H 2.1064 -3.0428 1.5866 1.113 1.280 -0.300 0.079
O 0.3428 -7.2633 3.1173 -1.703 0.569 1.999 0.142
C 2.2327 -0.7014 -1.2113 0.505 -0.501 -0.341 -0.048
C -5.2117 1.4055 -0.5558 0.039 -0.207 0.474 -1.556
C -0.9735 4.8773 -1.0688 0.850 1.228 0.585 0.006
H 1.8136 3.6987 -2.3037 0.076 -0.485 -0.012 0.080
H 5.7164 5.9943 0.9298 -0.216 -0.539 -0.016 0.091
H 3.9150 5.7919 1.0967 0.250 -0.029 -0.121 0.056
Br 0.5645 1.6759 -6.6972 -0.421 0.278 -0.118 0.622
C -1.9296 -5.3899 -0.5178 -1.548 -1.367 -0.061 -1.540
O -0.8885 0.5344 5.6568 -0.460 -0.452 0.343 0.146
H 3.5764 -5.6203 3.3276 0.044 0.508 0.389 0.090
C 3.4182 6.6374 5.0936 -0.488 0.122 0.007 -1.624
H 1.2204 7.4959 -0.5331 -0.354 0.383 -0.980 0.079
O 0.3483 7.6966 1.3186 -0.648 -0.486 -0.311 -0.052
H -3.6298 -2.8947 -7.5491 -0.896 -0.194 0.008 0.062
H 0.6698 3.2229 2.2310 -0.930 -0.463 0.748 0.054
Br 3.6566 1.8830 -5.9994 0.012 0.070 -0.073 0.614
H 5.5404 -5.2517 -2.3907 -1.052 -0.427 -0.004 -0.016
H 2.8602 6.7721 6.0093 0.110 -0.220 0.079 -0.034
C 5.0309 -2.1307 2.6782 0.959 0.594 1.087 -0.542
H 1.8015 3.4646 1.0620 0.522 -0.551 -0.541 0.079
C -6.5511 -2.4780 -0.2265 0.372 0.896 0.470 -0.541
Br 4.9916 -2.9747 -2.5023 -0.361 0.271 0.156 0.576
H 2.5138 -1.4710 4.5135 -0.109 0.161 0.306 0.086
Br -7.0255 2.0589 -0.2928 0.558 -0.147 0.025 0.569
H -2.7507 7.2012 3.0953 -1.355 -0.432 -0.110 0.078
H -2.1415 -6.4108 -0.8318 0.139 0.477 -0.642 -0.052
O 5.6917 -2.5498 3.8226 -1.368 -0.220 -0.864 -0.026
H -0.1420 -4.5335 4.7453 -0.173 0.003 0.017 0.092
H -4.8367 5.1163 -0.0754 0.367 -0.281 -0.217 0.085
H -4.7560 -3.4450 2.3092 -0.146 -0.436 0.003 0.085
O -5.9327 -1.4882 -0.6358 -1.228 -2.155 0.668 0.042
C -4.3719 5.5522 0.8078 -0.664 0.596 -0.255 -0.041
O 3.8572 -2.7615 2.6431 -0.085 1.392 -1.749 -0.013
O -1.9847 5.2651 -0.1309 -0.120 0.050 -0.458 -0.026
C 2.9719 -2.3294 1.4622 0.171 -2.847 1.077 0.013
H 0.0165 4.9550 -0.5623 -0.549 -0.344 -0.566 0.093
O 5.4823 -1.2732 1.9278 -1.048 -1.442 0.764 0.072
C 2.6818 3.3869 -2.8850 0.505 -0.056 0.280 -0.027
O -3.4109 4.7052 1.4137 0.106 0.145 0.421 -0.047
C -0.0584 0.2727 4.8360 -1.077 1.879 -1.151 -0.627
Br -2.5140 -5.7169 1.3452 0.331 0.926 -0.242 0.655
O -6.2203 -3.2193 0.8477 0.714 0.697 -0.506 0.009
H -4.0428 6.5801 0.5471 0.159 -0.727 0.438 0.106
C 2.5095 -5.7884 3.3438 -0.340 -0.561 -0.432 0.011
H -1.0513 5.6823 -1.8244 0.197 -0.810 0.144 0.111
H 2.6442 3.9100 -3.8407 0.227 -0.030 0.014 0.072
C 1.5289 7.5425 0.4810 -0.777 1.575 0.028 -0.029
H 7.6139 -2.0219 3.3786 0.260 -0.092 0.193 0.097
C 1.5308 2.7427 1.8296 1.473 0.202 0.544 -0.046
C -3.8409 -1.5209 -3.8457 -0.239 0.690 -1.406 -0.713
H -6.5138 -3.0144 -4.7205 0.322 -0.090 -0.242 0.103
O -0.9140 8.1602 -0.5357 0.629 0.128 0.449 0.115
H -8.7293 -2.7982 -2.4516 -0.381 -0.167 -0.036 0.085
C -2.1977 4.5074 0.9188 -0.302 -1.032 0.976 -0.656
O -5.0568 -2.0017 -3.7958 -0.697 -0.949 0.714 -0.001
H -1.3245 8.0397 3.3987 0.280 -1.283 -0.937 0.124
H 0.7610 -3.4298 -4.1049 -0.153 0.511 -0.173 0.064
C -0.7987 7.9600 0.6489 -0.552 -0.220 -1.065 -0.589
H 2.6748 -1.3016 1.4957 0.054 0.414 0.457 0.067
H 6.6288 -0.7418 4.0420 0.160 -0.294 0.155 0.079
C -1.7915 7.3060 2.6661 0.944 1.441 0.842 -0.037
O -1.4751 3.6975 1.4682 0.098 0.854 -1.029 0.091
H 7.2370 -1.9812 5.1561 -0.596 -0.506 -0.583 0.105
Br 3.3614 -5.4298 -3.5438 -1.504 -0.856 -1.733 0.684
H 2.7755 2.3001 -3.0558 -0.219 0.614 0.265 0.067
H -2.4389 0.7711 -4.3302 0.032 -0.164 -0.575 0.090
O 4.8128 5.0717 -0.6754 1.386 0.114 0.588 0.012
H -1.0414 -8.0550 0.8585 -0.168 0.790 0.441 0.020
H -4.1560 -2.8574 0.7151 -0.300 -0.080 0.407 0.033
C -4.9546 -2.8003 1.4693 -0.098 -1.322 -1.366 -0.021
H 2.1188 -6.1576 4.3373 0.544 0.221 -1.266 0.116
O 1.0634 -7.9940 1.1316 -0.495 0.061 0.800 -0.029
O 1.1353 -0.1053 5.1603 1.230 -0.603 2.292 0.036
C -8.3286 -2.1166 -1.7146 0.345 -0.459 -0.236 -0.017
H -1.3172 6.3367 2.5110 0.224 0.232 0.669 0.089
O 3.8919 3.7940 -2.1706 -0.274 0.035 -0.347 0.003
H 4.6906 7.0515 -0.0023 -0.396 -1.143 0.425 0.120
O 2.9672 1.4784 -0.1843 -2.302 0.034 1.178 0.045
C 6.4585 1.6387 1.8275 0.409 -0.918 -0.098 -1.613
O -0.1985 0.5334 3.5205 1.121 -1.421 1.068 -0.041
H -5.0386 -1.8207 1.8126 -0.221 1.768 0.490 0.065
H -0.6695 -1.3520 0.6867 1.174 0.465 -0.555 0.080
H -0.7625 -3.3459 6.0172 0.433 -0.583 -0.124 0.109
H -0.4251 -9.5196 1.5873 0.620 0.260 0.528 0.101
C -0.6792 -2.5204 2.9423 0.895 -1.279 -0.728 -0.614
H -5.1472 5.5503 1.5606 -0.273 0.471 0.126 0.096
O -3.0233 -1.7461 -3.0396 2.053 -0.132 2.343 0.065
C -0.1674 -8.6699 0.9545 0.083 -1.131 -2.305 -0.080
O 2.3718 -6.7744 2.2526 0.233 0.954 1.693 -0.022
C -2.8792 -2.7633 -8.2971 0.403 1.056 0.284 -0.010
Br 8.2889 1.8139 2.4739 0.027 -0.187 -0.382 0.549
C 1.1688 -7.2952 2.2860 1.187 -1.712 -2.923 -0.682
H -7.5562 -1.5405 -2.2275 -0.188 0.234 0.323 0.082
H -2.2445 0.2056 3.1593 0.772 0.528 -0.069 0.090
C -1.5352 -1.9239 0.8695 -0.908 0.420 0.076 -0.028
H 2.0585 6.6350 0.5899 0.256 -0.846 1.126 0.019
Br 6.2912 1.6234 -0.1083 0.161 0.223 0.665 0.640
H 2.3549 2.6452 2.5734 -0.619 0.298 -0.491 0.076
Br 5.4436 2.9534 2.7262 -0.681 0.524 0.009 0.594
O 0.3800 -2.8649 2.4444 -0.820 0.266 0.403 0.071
C 3.6901 4.6404 -1.1671 -1.540 -0.106 -0.213 -0.628
C -1.4490 0.9899 3.0870 -1.524 0.651 1.527 -0.103
H 1.8989 -0.3808 3.3036 0.350 0.212 0.257 0.084
Br -3.0716 -4.1894 -1.5764 0.766 -0.578 0.768 0.759
H -3.0456 -1.8097 -8.8464 0.626 -0.183 0.896 0.104
C 6.8551 -1.8184 4.1325 0.623 1.462 -0.388 -0.066
C -1.7367 -3.1086 -6.2186 1.755 0.635 -1.102 -0.599
H -2.9223 -3.4840 -9.0868 0.253 -0.958 -0.020 0.081
H -1.1914 3.8753 -1.4210 0.150 -0.054 -0.235 0.094
H -1.7780 1.8771 3.7258 0.433 -1.005 -1.128 0.131
Br 1.9500 -0.5364 -4.9628 -0.172 -0.687 0.702 0.674
C 2.1559 0.7077 -6.3472 0.620 0.732 0.109 -1.660
H -5.0127 -2.7458 -5.6997 0.324 -0.464 -0.583 0.062
H -1.1924 1.2295 2.0887 -0.598 0.628 -1.077 0.048
O -7.7108 -2.9724 -0.7135 0.634 1.183 -0.136 0.005
H 1.8822 -1.7399 -1.3501 -0.181 0.599 0.207 0.097
H -2.6543 0.4399 -6.1240 0.114 0.083 0.238 0.098
C -0.2214 -3.7139 -4.4706 -0.221 1.211 -0.425 -0.024
H -0.2124 -4.7503 -4.5771 0.097 -1.902 -0.861 0.077
H -1.5219 -2.8902 0.4022 0.301 -0.419 -0.030 0.010
C 2.2183 -0.4278 4.3571 0.717 -0.555 -2.281 -0.042
C -5.7091 -2.3321 -5.0110 -1.220 0.694 0.632 -0.019
H 2.1308 -0.1374 -2.1446 0.051 -0.154 0.256 0.036
Br 3.9476 -5.2640 -0.5087 -0.264 -0.153 0.544 0.668
O -0.5256 -3.0169 -5.6991 1.694 -0.304 -0.476 -0.020
H -6.1701 -1.4246 -5.3828 -0.057 0.098 -0.479 0.098
Br 4.8082 5.3453 5.3975 -0.129 0.235 -0.114 0.577
H 3.1250 0.2036 4.5034 -0.949 -0.068 0.229 0.114
Br -0.0790 -5.1351 -0.7926 0.430 0.320 0.207 0.669
Br 2.1139 6.0548 3.7836 0.208 -0.100 0.071 0.628
H -2.3956 -1.3833 0.4869 -0.126 0.087 0.112 0.089
H 3.3162 -0.7438 -0.9365 -1.036 0.295 0.022 0.084
O -1.0063 -2.6953 4.1969 -0.760 0.231 0.484 0.009
O 1.2227 1.4197 1.3656 0.204 0.151 -1.834 -0.012
Br -4.1254 1.4958 1.0830 -0.437 0.236 -0.906 0.701
C -2.5333 0.0086 -5.1294 1.674 0.163 0.829 -0.061
Br -4.4397 2.1410 -2.1587 0.229 0.311 0.270 0.609
O -3.6574 -0.7593 -4.9031 -2.244 0.096 -1.326 -0.030
H 6.1177 0.6574 2.1719 0.128 0.408 -0.302 -0.078
H 2.4436 0.1851 -7.2216 -0.015 -0.457 -0.742 -0.042
O 1.4058 -0.0758 -0.1966 -0.841 -2.426 -0.911 0.014
C 4.5101 -4.8644 -2.2716 3.063 1.110 1.068 -1.729
C 4.7485 6.0031 0.4249 0.279 1.377 -0.803 -0.026
H 0.7920 -3.0572 5.1802 -0.198 -0.233 -0.049 0.091
H -9.1310 -1.4983 -1.2835 0.511 -0.219 -0.005 0.103
H -1.0114 -3.5385 -3.8020 -0.781 0.678 1.333 0.037
H -0.0041 -9.0660 -0.0632 -0.338 -0.210 0.377 0.103
H 3.4967 -2.5684 0.5458 0.290 0.165 0.000 0.029
C -0.2079 -3.5016 5.0837 0.099 1.165 0.086 0.011
```
Forces are in eV/Å.

[2]
Density functional theory data (ωB97M-V/def2-TZVPD) for an isolated ion of composition C5H12NO and charge +1 in a non-equilibrium geometry.

Output
SMILES ... [NH3+]/C=C\CCCO
Net charge ... +1
E ... -8907.1296 eV
2S+1 ... 1
E_HOMO ... -13.492 eV
ΔE to the lowest compared entry with this formula, charge and spin ... 337.7 kJ/mol

Geometry as XYZ:
```
19
Properties=species:S:1:pos:R:3:forces:R:3:nbo_charge:R:1
H -1.6601 -1.3064 1.4931 1.458 0.570 -0.719 0.496
C 1.4542 0.3145 -0.2285 -0.516 0.329 1.930 -0.093
C 0.2798 0.4481 -1.1250 -2.033 -0.927 1.456 -0.446
H 0.5617 2.3868 2.1675 -0.836 -1.602 -1.160 0.450
H -0.1886 0.7629 2.0804 1.773 1.645 -1.843 0.483
H -0.9172 -0.6678 -2.3145 -1.427 -0.375 -0.276 0.241
H -0.3606 1.9280 0.7880 0.728 -0.438 1.252 0.454
N 0.3315 1.5664 1.5002 -0.950 2.476 1.191 -0.742
H -2.2921 -1.5180 -0.6075 1.479 -0.271 0.571 0.183
H -1.0446 -2.7877 -0.5001 0.430 0.904 1.166 0.215
C -1.1784 -1.6840 -0.3588 -2.156 1.322 -1.102 -0.086
O -0.9119 -0.9884 0.9052 -1.718 -2.016 0.729 -0.777
H -0.5213 0.9853 -0.5836 0.248 0.179 -0.605 0.176
C -0.4054 -0.9370 -1.4136 2.988 0.663 -2.634 -0.445
H 0.4079 -1.5335 -1.9129 -0.495 0.001 0.951 0.217
H 2.5288 1.4880 1.4268 -1.487 -1.279 -0.779 0.242
H 1.8273 -0.7212 -0.1035 1.639 1.030 -1.205 0.260
C 1.6118 1.1954 0.8078 0.671 -1.425 0.798 -0.097
H 0.4772 1.0685 -2.0210 0.205 -0.785 0.279 0.269
```
Forces are in eV/Å.

[3]
Density functional theory data (ωB97M-V/def2-TZVPD) for one molecule with the formula C5H11N.

Output
SMILES ... CCCN1CC1
E ... -6852.2679 eV
2S+1 ... 1
E_HOMO ... -9.150 eV
ΔE to the lowest compared entry with this formula, charge and spin ... 121.6 kJ/mol

Geometry as XYZ:
```
17
Properties=species:S:1:pos:R:3:forces:R:3:nbo_charge:R:1
C 0.0413 0.2783 0.2905 0.104 0.111 0.017 -0.213
H 2.6466 0.9050 1.0359 -0.019 -0.071 -0.149 0.202
H 3.4714 -0.0742 -0.1850 -0.136 0.070 0.022 0.213
C -2.0109 -0.6279 -0.7857 -0.061 -0.078 -0.249 -0.261
H -2.4454 -1.5932 -1.0359 0.102 0.158 0.050 0.202
H 1.4409 -1.2817 0.7050 -0.017 0.101 -0.110 0.207
H 2.4491 1.2836 -0.6807 0.017 -0.124 0.091 0.201
C 1.3317 -0.4679 -0.0215 -0.020 -0.045 -0.011 -0.403
C 2.5430 0.4607 0.0382 0.038 0.039 -0.007 -0.606
H -3.0929 -0.3918 1.1698 0.071 0.054 -0.150 0.201
H -0.1095 1.0961 -0.4416 -0.017 -0.128 0.093 0.159
H -1.7777 0.0064 -1.6427 0.040 -0.090 0.167 0.187
H 1.2587 -0.9370 -1.0111 -0.007 0.072 0.119 0.197
H -2.3839 1.1477 0.4608 -0.001 -0.167 0.002 0.186
N -1.1090 -0.6113 0.3519 0.099 0.003 0.085 -0.400
C -2.3871 0.0567 0.4750 -0.206 0.138 0.143 -0.260
H 0.1338 0.7506 1.2773 0.015 -0.044 -0.113 0.190
```
Forces are in eV/Å.

[4]
Density functional theory data (ωB97M-V/def2-TZVPD) for one molecule with the formula C4H8ClN in a non-equilibrium geometry.

Output
SMILES ... ClCC1CNC1
E ... -18286.3907 eV
2S+1 ... 1
E_HOMO ... -9.429 eV
ΔE to the lowest compared entry with this formula, charge and spin ... 326.2 kJ/mol

Geometry as XYZ:
```
14
Properties=species:S:1:pos:R:3:forces:R:3:nbo_charge:R:1
H -0.4520 -0.5991 1.5485 0.826 0.476 0.038 0.206
C -0.3332 1.1858 -0.5893 -0.974 0.669 -2.866 -0.234
H -1.2960 1.1748 -1.2746 1.324 -0.536 2.029 0.206
H 0.2816 1.9752 -1.3081 -1.011 -1.777 2.397 0.188
H 0.4430 2.2536 0.9551 -3.624 -2.823 0.779 0.325
H -0.2298 -1.6118 -1.6689 0.566 -0.195 0.227 0.217
C -0.0722 -1.5274 -0.5839 -0.551 -0.648 -2.824 -0.358
Cl -1.7003 -2.0332 -0.0278 -1.140 0.839 0.447 -0.083
N -0.4727 1.4257 0.9507 5.101 2.940 -1.885 -0.568
H 1.2593 0.1244 1.9053 -2.376 -0.062 -2.341 0.191
C 0.3076 0.0880 1.1048 -0.480 1.785 7.351 -0.218
H 0.3504 -2.4489 -0.2138 1.742 0.550 -0.041 0.238
H 1.4576 0.1340 -0.5279 0.875 -1.072 -0.928 0.237
C 0.4567 -0.1410 -0.2700 -0.278 -0.144 -2.383 -0.346
```
Forces are in eV/Å.

[5]
Density functional theory data (ωB97M-V/def2-TZVPD) for C5H14NS as an isolated structure in a non-equilibrium geometry.

Output
Net charge ... +1
E ... -17728.5812 eV
2S+1 ... 1
E_HOMO ... -13.828 eV
ΔE to the lowest compared entry with this formula, charge and spin ... 260.4 kJ/mol

Geometry as XYZ:
```
21
Properties=species:S:1:pos:R:3:forces:R:3:nbo_charge:R:1
C 1.2462 -0.5187 1.7581 -1.617 1.877 1.010 -0.710
H -0.8242 -1.5166 0.7379 0.471 -1.015 2.333 0.210
N -0.3522 0.1355 -0.4419 3.247 -5.340 -0.325 -0.244
H 2.1669 -0.2152 2.2370 0.322 -0.389 0.290 0.280
S 2.1492 1.2892 0.0035 1.181 -0.087 -0.210 0.106
C 1.4254 -0.2805 0.2950 -1.155 2.176 -0.155 -0.110
H -1.0244 0.6336 -2.4455 0.187 -0.151 0.702 0.243
H 1.9254 -1.1045 -0.2077 -0.769 -0.041 -0.645 0.248
H -0.1847 1.8237 0.5266 0.150 0.509 0.953 0.236
C -0.9283 -1.2961 -0.2528 -1.450 2.023 -4.885 -0.402
H 0.9380 -1.5007 2.0045 0.240 -1.178 0.151 0.244
H -2.0045 -1.1668 -0.4903 0.384 -0.372 0.298 0.222
H 0.5498 -0.1184 -2.3916 -0.087 0.307 0.641 0.233
C -0.0917 0.5933 -1.8410 -1.915 -1.672 -0.434 -0.438
H 0.2840 1.5732 -1.8726 0.670 1.160 0.268 0.236
H 2.3773 1.1018 -1.3160 0.181 0.083 0.382 0.144
H 0.4430 0.1364 2.2783 1.636 -0.786 -1.034 0.243
H -1.0383 0.4805 1.4233 -0.410 -0.163 1.099 0.223
H -1.7758 1.4260 0.1368 -1.282 0.303 -0.109 0.235
C -0.8856 1.0019 0.5270 -0.023 1.827 -1.632 -0.442
H -0.5495 -2.0259 -1.0332 0.039 0.928 1.303 0.242
```
Forces are in eV/Å.